C38H31BrF3IIrN5O2S3 | ωB97M-V/def2-TZVPD

Last column: Löwdin charge in e.
Atoms and positions in Å:
Ir1 0.44858 0.50123 -0.21175  1.277
F1 3.31527 -0.17919 -4.66924  0.174
C1 2.25901 -0.99549 -4.68691  -0.598
F2 1.18838 -0.26032 -5.06522  0.130
F3 2.44922 -1.94428 -5.59072  0.191
C2 2.00421 -1.57700 -3.31671  -0.077
C3 1.99516 -2.93822 -3.08284  0.070
C4 1.65064 -3.42700 -1.81503  0.007
C5 1.27676 -2.54487 -0.83477  -0.092
N1 1.31359 -1.21635 -1.06033  -0.179
C6 1.69266 -0.74557 -2.24642  -0.653
S1 1.71084 0.98288 -2.11610  0.804
H1 2.25535 -3.62174 -3.88136  0.147
H2 1.67195 -4.48773 -1.60592  0.132
H3 0.97505 -2.87598 0.15184  0.125
S2 0.83308 4.68610 5.44371  1.121
C7 1.83257 4.01647 6.64315  -0.345
C8 2.43373 2.86352 6.23264  -0.134
C9 2.06400 2.51701 4.91420  -0.090
C10 1.18970 3.41643 4.34981  -0.490
C11 0.57488 3.36118 3.03176  -0.147
C12 0.81528 2.25091 2.20476  -0.016
N2 0.24701 2.11605 1.00338  -0.041
C13 -0.57047 3.10002 0.55844  -0.152
C14 -0.84902 4.25029 1.28679  -0.099
C15 -1.72848 5.23019 0.68549  0.040
C16 -2.25637 5.02783 -0.54039  0.034
C17 -1.95983 3.82564 -1.29135  -0.093
C18 -2.42903 3.55127 -2.56831  0.073
C19 -2.05034 2.38406 -3.23397  -0.144
C20 -1.21593 1.47534 -2.53437  -0.046
N3 -0.77759 1.72436 -1.30661  -0.124
C21 -1.11934 2.88259 -0.69692  -0.143
C22 -2.45917 2.09679 -4.59185  -0.459
C23 -2.05601 1.05426 -5.40157  -0.069
C24 -2.60076 1.12291 -6.69573  -0.109
C25 -3.41299 2.21281 -6.85052  -0.313
S3 -3.51405 3.15305 -5.44113  1.146
C26 -0.26379 4.36586 2.54352  0.080
H4 1.92719 4.50420 7.60153  0.093
H5 3.11385 2.29409 6.84835  0.122
H6 2.44909 1.64165 4.40590  0.114
H7 1.48093 1.46730 2.51859  0.107
H8 -1.94712 6.13399 1.23984  0.140
H9 -2.90482 5.76689 -0.99352  0.138
H10 -3.08689 4.26547 -3.05043  0.121
H11 -0.92949 0.53651 -2.98233  0.109
H12 -1.38620 0.26787 -5.09089  0.108
H13 -2.40379 0.41073 -7.48232  0.129
H14 -3.95962 2.50465 -7.73399  0.100
H15 -0.46283 5.25053 3.13844  0.123
N4 -1.29253 -0.72225 -0.20314  0.080
C27 -2.26886 -1.25023 0.15604  -0.194
N5 -3.37831 -1.79711 0.50742  -0.048
C28 -4.44600 -1.03121 1.20734  -0.066
C29 -4.54723 -1.57044 2.62277  -0.173
O1 -4.78204 -2.96151 2.60858  -0.095
C30 -3.74850 -3.69589 1.98541  -0.170
C31 -3.58435 -3.27064 0.53729  -0.066
H16 -5.37835 -1.20944 0.67255  0.144
H17 -4.21328 0.03208 1.18579  0.134
H18 -5.39030 -1.11297 3.13591  0.145
H19 -3.62478 -1.34483 3.17746  0.129
H20 -4.03598 -4.74374 2.03314  0.145
H21 -2.80319 -3.56028 2.53006  0.128
H22 -4.49836 -3.47881 -0.01786  0.144
H23 -2.74843 -3.77196 0.05310  0.136
Br1 3.30819 -2.31542 3.08999  0.833
C32 4.32683 -2.96545 1.62621  -0.707
C33 4.73166 -4.29135 1.67009  -0.112
C34 5.44707 -4.82631 0.60895  -0.046
C35 5.73405 -4.04778 -0.50095  -0.054
C36 5.33500 -2.71972 -0.54141  -0.153
C37 4.64446 -2.16876 0.53310  -0.732
I1 4.20368 -0.13614 0.42944  1.065
H24 4.49516 -4.89604 2.53462  0.111
H25 5.78035 -5.85460 0.65777  0.124
H26 6.29167 -4.46318 -1.33047  0.122
H27 5.58763 -2.10213 -1.39401  0.099
C38 0.00617 -1.05012 2.58688  -0.077
O2 0.98371 -0.44582 1.69605  -0.377
H28 0.52992 -1.42961 3.46019  0.074
H29 -0.52798 -1.86061 2.09485  0.069
H30 -0.68687 -0.26571 2.88335  0.096
H31 1.72574 -1.07123 1.57084  -0.048

Calculated values
HOMO energy (spin up / spin down)   -15.25 / -14.85 eV
HOMO-LUMO gap (spin up / spin down)   6.6 / 3.2 eV
Spin multiplicity   2
Maximum force   0.0212 Eh/bohr
Total charge   +3
⟨S²⟩   0.802
E_tot   -6360.189630 Ha